{"formula": "C25H26N3", "method": "wB97M-V/def2-TZVPD", "homo_lumo_gap_ev": 5.77, "e_above_lowest_kj_mol": 30.94, "total_charge": 1, "fmax_ha_per_bohr": 0.052, "species": ["C", "N", "C", "C", "C", "C", "C", "C", "C", "C", "C", "C", "C", "C", "C", "C", "C", "H", "H", "H", "H", "H", "H", "H", "H", "H", "H", "H", "H", "H", "H", "C", "C", "C", "N", "C", "C", "C", "N", "C", "C", "C", "H", "H", "H", "H", "H", "H", "H", "H", "H", "H", "H", "H"], "positions_angstrom": [[3.63322, 2.32100, 1.37375], [2.44527, 1.53456, 1.70514], [1.23024, 2.06614, 2.05203], [0.31230, 1.02460, 2.37462], [-1.01890, 1.10519, 2.88836], [-2.27313, 0.75193, 2.30894], [-2.38032, -0.09538, 1.17084], [-3.63098, -0.43891, 0.63209], [-4.80158, 0.05478, 1.19365], [-4.72622, 0.91346, 2.30855], [-3.49593, 1.23208, 2.86810], [1.09204, -0.20075, 2.25720], [0.88162, -1.43668, 2.83710], [1.89045, -2.39835, 2.76063], [3.16940, -2.06756, 2.28098], [3.45291, -0.77222, 1.81191], [2.39072, 0.13323, 1.79361], [4.51989, 1.67753, 1.28759], [3.50613, 2.87293, 0.42583], [3.82497, 3.06556, 2.16452], [1.02145, 3.13324, 2.05581], [-1.12937, 1.69565, 3.80694], [-1.44262, -0.39572, 0.72335], [-3.66268, -1.15418, -0.18900], [-5.76791, -0.21059, 0.74810], [-5.66334, 1.31612, 2.70776], [-3.43509, 1.88161, 3.74453], [-0.07260, -1.57816, 3.33592], [1.66873, -3.40131, 3.11764], [3.95866, -2.81631, 2.33964], [4.46272, -0.49157, 1.50311], [-2.66764, -8.42148, 2.10187], [-4.00379, -7.98990, 2.70134], [-3.83580, -6.51308, 3.10934], [-2.66758, -6.06118, 2.37552], [-2.32454, -4.73757, 2.27718], [-2.64546, -3.82858, 3.31771], [-2.45052, -2.46567, 3.10949], [-1.91509, -1.99876, 1.97302], [-1.72839, -2.83256, 0.93158], [-1.82012, -4.20658, 1.06501], [-1.85449, -7.14189, 1.84928], [-2.13425, -9.06198, 2.80458], [-2.78940, -8.99782, 1.18881], [-4.82085, -8.06409, 1.97886], [-4.29419, -8.60992, 3.54784], [-4.72991, -5.91737, 2.85754], [-3.66657, -6.43717, 4.19950], [-3.04348, -4.18828, 4.27108], [-2.74553, -1.75822, 3.88864], [-1.51685, -2.42091, -0.05982], [-1.62551, -4.81426, 0.17738], [-0.89942, -7.20134, 2.40456], [-1.61690, -7.02143, 0.78263]], "forces_ev_per_angstrom": [[0.1, 0.5, -0.1], [-0.6, 0.0, -0.3], [-0.7, -1.4, 0.7], [1.9, -0.1, -0.6], [-2.2, 1.4, -0.7], [1.4, 0.1, 0.8], [0.9, -0.9, 0.3], [-1.0, 0.3, -0.3], [1.1, -0.5, -0.9], [0.5, 0.7, 1.0], [-1.3, 0.0, 0.3], [0.5, 0.7, -0.2], [0.1, -0.7, -0.3], [-0.5, 0.3, 0.2], [0.0, 0.6, -0.3], [-0.2, -0.8, 0.1], [-0.1, 0.8, 0.8], [-0.5, 0.2, 0.1], [0.0, -0.4, 0.3], [-0.1, -0.4, -0.2], [0.3, -0.3, -0.1], [-0.1, 0.2, -0.3], [-0.2, 0.6, -0.6], [-0.1, 0.4, 0.1], [0.4, 0.1, 0.3], [0.6, -0.1, 0.0], [-0.1, -0.2, -0.3], [0.4, -0.4, -0.1], [0.3, 0.2, 0.1], [-0.2, 0.2, -0.2], [-0.4, -0.1, 0.2], [0.3, -0.2, 0.1], [-0.5, 0.4, -0.1], [0.0, -0.3, 0.9], [0.1, 0.5, -0.3], [-0.6, -0.2, -0.1], [-0.1, 0.3, -0.2], [0.3, -1.0, -0.3], [-1.2, -0.5, -0.3], [0.4, -0.8, 0.9], [0.0, 0.5, -0.2], [0.5, -0.3, -0.1], [0.0, 0.0, 0.0], [-0.1, 0.0, 0.0], [0.2, 0.0, 0.0], [0.1, 0.1, 0.0], [0.4, -0.1, 0.1], [-0.2, 0.0, -0.3], [0.1, 0.2, -0.5], [0.3, 0.0, -0.3], [0.2, 0.2, 0.4], [-0.1, 0.0, 0.5], [-0.2, 0.1, -0.3], [-0.1, 0.1, 0.2]]}